Entry from the Open Molecules 2025 dataset: a structure of composition C67H133F12N9O15S4Y at a distorted geometry (ωB97M-V with the def2-TZVPD basis set).

Geometry as XYZ:
```
241
Properties=species:S:1:pos:R:3:forces:R:3:mulliken_charge:R:1
H -5.3006 -13.8540 -19.4878 -0.4610 -0.1779 0.3580 0.5882
H -14.8565 -14.3236 -16.3333 -0.4562 -0.2394 -0.2088 0.1919
S -10.8457 -16.4654 -17.6893 -0.9251 -0.6376 -0.0006 0.9098
H -8.6226 -8.4480 -18.7899 0.3094 -0.0917 0.1732 0.5581
C -7.7795 -18.6849 -26.6493 -0.8473 1.0445 -1.3633 -0.6928
H -6.4797 -9.8818 -17.6171 0.0177 -0.0360 0.4281 0.4103
C -15.2984 -11.7829 -14.1466 0.9549 1.4765 0.0281 -1.4994
H -12.7006 -13.3639 -23.6163 0.0613 -0.0383 0.1457 0.1158
H -8.2698 -20.8249 -14.3823 0.3789 -0.5661 0.1537 0.5539
H -7.2594 -16.4679 -22.4227 -0.0752 -0.0881 0.0150 -0.6759
H -9.0909 -9.9402 -19.5256 -0.2401 -0.2072 0.1146 -0.3426
H -9.7894 -14.9956 -25.0052 -0.5800 -0.3962 0.2670 0.1195
H -10.8263 -23.8941 -14.7406 -0.1654 -0.0227 0.2413 0.3899
H -9.9582 -14.1731 -12.7773 -0.0016 0.3241 -0.3275 0.7458
H -11.0037 -18.0915 -24.0497 0.1438 0.2831 0.1733 0.0135
H -3.0108 -14.6040 -20.2188 0.0124 0.1967 -0.0135 0.4248
H -10.4879 -13.5917 -23.1695 0.5089 -0.3797 -0.2790 -0.3756
H -13.9146 -13.7022 -13.2513 -0.2235 0.2830 0.0575 0.5510
H -4.2836 -12.3154 -22.5826 -0.2161 -0.6180 -0.3488 0.3918
N -8.4776 -17.1641 -13.1629 0.4603 0.1675 -1.6701 1.3589
H -9.3676 -13.5512 -20.9078 -0.7244 0.1852 -0.0139 -0.6968
H -3.6933 -16.9288 -20.6184 0.3091 0.1503 0.3483 0.3110
H -7.3629 -19.6909 -26.6954 -0.4168 -0.2212 0.5037 0.5874
H -9.5977 -9.7724 -21.6511 -0.0249 -0.4012 0.3716 0.4115
C -10.0216 -11.8678 -22.1764 0.5619 0.6981 -0.3751 2.8867
H -14.9890 -12.1892 -18.3716 0.5434 0.5436 -0.6412 0.0470
H -9.2856 -16.3693 -30.1997 0.3291 0.0526 0.2700 0.3805
C -9.2562 -14.7774 -13.3476 1.0881 -1.1890 0.4218 -0.4252
C -9.1439 -9.8176 -14.8797 0.1027 0.1051 0.8946 2.1814
H -12.8054 -21.8738 -17.9542 0.0736 -0.0609 -0.1780 0.2490
O -11.9462 -14.5587 -19.2381 -0.2262 -1.6212 0.1130 -0.3375
C -9.1160 -23.7734 -16.7982 0.4513 -0.3696 -0.5967 -0.8770
C -9.2746 -21.2967 -16.2291 0.5364 -0.6438 1.6363 1.5318
C -6.8889 -15.3699 -13.7766 0.4234 -0.2259 -1.2590 -1.4916
H -5.8370 -15.1020 -13.6499 -0.0076 -0.1054 0.3505 0.6523
C -14.3957 -10.7538 -16.8114 0.5412 -0.2687 0.6391 2.0450
O -14.0786 -15.5988 -18.5402 0.3872 -0.2586 -0.6295 -0.6513
C -15.4223 -13.6923 -15.6356 0.7810 -0.7824 -1.0376 -1.5945
H -7.3874 -16.1190 -28.9268 0.0863 0.4824 -0.0244 0.5775
C -8.6084 -19.9954 -16.6512 -0.5361 1.2762 -0.4791 -1.3473
C -9.7736 -17.1454 -25.6409 -1.3558 -0.3242 0.3554 2.4162
C -9.6670 -19.2598 -21.4204 -1.3154 -1.0618 0.1637 0.6577
C -12.5139 -12.2954 -23.7243 1.1352 1.2931 -0.0950 -1.1177
H -5.2000 -16.7486 -12.1393 0.0826 -0.4516 -0.5076 0.4156
H -8.9348 -15.7297 -10.6850 0.1589 0.0499 -0.2436 0.3131
H -5.3238 -15.6306 -19.7570 0.5331 0.0615 -0.1241 0.3531
C -12.6869 -10.0614 -22.5753 0.1745 1.3104 0.5237 -1.6981
H -8.4487 -14.9560 -27.9777 0.2594 0.1456 -0.5337 0.3546
H -3.9659 -12.2420 -20.9235 -0.1982 -0.3446 0.4380 0.4703
H -12.6201 -12.6631 -13.7794 0.0691 0.1226 -0.4256 0.2195
N -10.1477 -16.9007 -27.0380 0.9206 -1.7101 0.0554 0.2590
C -16.0656 -10.6293 -14.8437 0.1160 -1.7202 0.7102 -0.7674
H -10.5848 -23.5313 -18.3793 -0.0911 -0.2685 -0.0308 0.2322
H -7.1279 -10.7481 -14.6915 -0.4657 -0.4677 -0.2858 0.3029
H -7.5112 -22.5224 -16.3501 0.1820 0.5657 -0.2555 0.4908
H -8.4837 -24.4002 -17.4322 -0.3153 -0.3590 0.0436 0.4079
C -5.4332 -16.3836 -24.5965 0.0052 -0.2601 -0.2890 -1.9296
F -9.2927 -19.4840 -22.6553 0.1781 0.0376 0.0619 -0.1556
O -10.5598 -17.7963 -17.1195 0.1594 -0.6663 0.1887 -0.3888
H -8.6673 -12.3944 -15.6409 0.0228 -0.1944 -0.0576 0.4218
H -6.6052 -16.2996 -11.3251 -0.2320 -0.2018 0.1462 0.4055
C -9.1145 -21.4591 -14.6512 -0.3611 1.4124 -1.0524 -1.6043
H -13.7283 -8.8830 -17.8173 -0.2216 -0.0090 0.2203 0.5919
C -3.8675 -16.8444 -22.7292 0.9389 -0.3240 1.1278 -1.1211
O -8.6606 -18.4774 -12.6850 -0.0918 0.5340 0.2980 -0.3684
C -7.2182 -10.6862 -17.6693 0.6593 0.7215 0.0592 -1.6145
H -7.8510 -18.4820 -28.9765 0.9603 0.4327 0.4652 0.4869
H -11.7171 -18.1642 -25.6226 0.2404 -0.0552 -0.1725 0.5371
C -10.5372 -23.7361 -17.3106 -0.1602 0.2693 1.0860 -1.2558
H -10.2041 -9.0124 -18.4748 -0.1493 -0.5014 0.2277 0.4520
H -10.7962 -16.4234 -29.3784 0.1974 0.2850 0.3669 0.3509
H -5.6637 -12.4043 -21.4484 0.1414 0.5869 -0.1399 0.1114
C -8.3889 -18.3501 -28.0355 -1.6611 -0.8696 0.4937 -1.5778
S -12.8707 -20.8288 -20.8160 -0.3608 3.7795 0.7942 1.1123
C -6.3102 -17.0030 -22.3691 0.3699 1.0587 0.4210 -1.2176
H -8.5019 -18.4046 -11.7300 -0.0441 -0.2883 0.0125 0.2489
H -13.5268 -22.2197 -16.4047 -0.1261 -0.3760 0.0859 0.3397
C -11.3667 -22.7083 -16.5246 -1.8871 -0.4462 0.5782 1.4263
C -15.0963 -9.9058 -15.7688 -1.0592 0.9725 0.0472 -1.6104
H -7.3242 -9.4914 -13.6339 -0.4669 0.3729 0.0014 0.4655
F -14.2355 -15.4139 -21.3966 -0.2800 0.1622 -0.3484 -0.2380
O -6.2271 -14.0288 -23.3360 -0.3198 -0.5027 0.3556 -0.0675
H -11.0661 -10.5938 -15.3672 0.0151 0.0788 -0.1435 -0.7547
C -3.1784 -16.3801 -21.4103 -1.6400 0.5628 -0.8861 -0.8128
C -10.0574 -12.6282 -23.4721 -1.4792 -0.4248 -0.3724 -1.3311
H -6.9845 -11.4770 -16.9551 0.2757 0.0035 -0.0707 0.2183
H -11.0580 -12.7480 -25.2841 -0.4017 -0.1060 -0.0471 0.5060
H -12.9828 -14.2794 -14.5157 0.4157 0.3466 -0.5026 -0.0695
H -10.0121 -17.1141 -10.8690 0.4313 -0.2244 -0.1222 0.5066
H -10.0962 -17.8595 -29.9033 0.4212 -0.3949 0.4886 0.3882
N -12.1261 -17.0716 -18.6866 2.3069 1.5476 0.8746 0.3458
F -9.7454 -15.9292 -20.1229 -0.3955 0.4655 -0.0785 0.1350
H -9.8952 -20.9171 -14.1018 -0.1696 -0.2595 0.1561 0.3390
C -4.7071 -14.2521 -21.4827 0.4740 -1.2542 0.3118 1.7699
C -12.5729 -11.5538 -22.3246 -0.8150 -0.6480 -1.0910 1.6008
H -8.3199 -15.5968 -25.5452 0.1847 -0.0380 0.2569 0.0777
H -16.9611 -11.0568 -15.3038 0.1643 0.2185 -0.6391 0.3459
H -16.4834 -10.0682 -14.0062 0.2417 0.6714 -0.2963 0.4908
H -8.7946 -16.0638 -23.9418 -0.3664 -0.0990 0.1155 -0.2029
H -10.9890 -24.6707 -16.9724 -0.2317 -0.2422 -0.9486 0.5026
C -9.8241 -16.9154 -29.4222 -0.6668 0.3532 -0.7831 -1.7097
C -14.4282 -12.6818 -15.0784 -0.7001 1.0920 1.4880 1.5772
H -6.3777 -18.0256 -11.6610 0.2663 -0.0278 -0.0090 0.3826
H -14.6308 -11.2470 -13.4611 0.2938 -0.1686 -0.0308 0.4508
F -12.2328 -23.3797 -20.3761 0.5064 0.0211 0.5915 -0.1570
C -6.2523 -17.0232 -12.0690 -0.5847 0.6999 0.8009 -1.9216
H -9.9906 -9.8838 -23.2444 0.4084 -0.5842 -0.6538 0.4861
C -5.5304 -14.6534 -20.1910 -0.5351 0.6813 -1.3823 -1.5019
C -11.1271 -17.5167 -24.9687 -0.1197 -0.1818 0.1012 -2.0461
C -8.6180 -10.1582 -17.3883 -0.9328 -0.3747 -1.1266 1.2851
C -8.4611 -22.4216 -16.8752 -0.8129 -0.0857 0.0180 -1.1858
H -8.1673 -12.8862 -21.8352 0.3187 0.6836 0.0617 0.0512
H -9.4948 -7.7162 -14.4163 0.6314 -0.0564 0.5489 0.3564
C -13.2383 -22.6596 -20.8112 0.1012 -1.2163 -0.4076 0.5384
H -5.4844 -17.3326 -14.6801 -0.0449 -0.0053 -0.1924 0.4259
Y -12.2590 -19.2315 -17.9951 0.9039 -0.7475 0.7305 1.0602
C -9.5075 -16.2290 -12.8232 -1.4806 0.9643 1.4908 1.6473
C -9.6594 -12.0403 -15.9503 0.5311 0.2201 1.0349 0.0303
H -10.4511 -11.2963 -13.9726 0.6609 -0.2740 0.1681 0.7098
H -11.9271 -9.6894 -23.2610 -0.0469 -0.0688 0.0116 0.2956
H -6.5840 -14.7083 -20.4819 -0.1671 0.5298 0.3538 -0.0828
H -13.7738 -11.8381 -20.4892 0.5467 -0.3788 0.0727 0.0781
F -10.7019 -18.4067 -21.4094 0.4003 0.3567 -0.0190 0.1489
H -9.1297 -12.7923 -24.0186 0.3530 0.2452 0.5559 0.7709
C -5.2134 -16.1995 -23.0872 -0.2940 0.1848 -0.6702 2.1244
H -16.2659 -13.2412 -16.1547 0.1641 0.1232 -0.0633 0.2926
H -2.1433 -16.7063 -21.4769 0.0665 0.1527 0.3547 0.4348
C -13.8165 -12.0453 -21.5602 -0.7540 0.3900 0.3316 -1.6616
H -9.2119 -19.0385 -28.2779 0.0186 -0.4225 0.7208 0.4284
H -4.0273 -17.8924 -22.4615 -0.2364 -0.2255 -0.9097 0.2406
C -12.8127 -22.6063 -17.1309 1.0452 1.1101 -0.4316 -1.7658
H -7.5318 -14.2036 -12.0868 -0.2236 -0.2747 0.1232 0.5371
C -7.0762 -16.8279 -13.3589 1.0814 -0.3509 0.9398 1.5074
C -9.1012 -16.9996 -28.0529 0.5207 0.5668 -1.4798 1.5697
O -12.7913 -20.3277 -22.1503 0.2599 -1.0139 0.7756 -0.5200
H -15.8531 -14.3597 -14.8890 0.2809 0.1197 0.2820 0.4272
H -15.6188 -9.1074 -16.3059 -0.1159 -0.0417 -0.0562 0.4493
H -10.5475 -10.9053 -17.4744 -0.2617 -0.7217 -0.4040 -1.0666
H -6.3048 -18.7707 -14.1326 -0.1525 0.0831 0.4308 0.3498
O -10.4459 -21.8202 -21.7025 -1.4930 0.8652 1.0154 -0.6388
H -9.0857 -24.2322 -15.8084 0.0737 0.1992 0.0826 0.3771
C -10.1222 -10.9820 -14.9655 -1.1522 0.1843 -0.9069 -1.0913
H -6.9193 -18.0528 -26.4264 -0.0486 0.2048 -0.1450 -0.0205
H -5.9587 -17.0231 -21.3355 -0.5465 -0.5948 0.1518 0.5105
O -7.9165 -8.2041 -16.2382 -0.0975 -0.3558 0.5036 -0.5423
H -7.6000 -13.4035 -13.6033 -0.1453 0.0298 -0.0222 -0.1450
C -13.1589 -16.0797 -21.0958 0.9712 -0.6982 0.8655 0.0815
H -5.1390 -17.4169 -24.7941 0.2465 0.1020 -0.3596 0.4958
H -4.8787 -15.6801 -25.2204 0.4636 -0.1827 0.1895 0.4011
F -8.7719 -14.9544 -18.4473 0.1846 0.3648 0.2407 0.1007
H -10.9758 -11.1196 -24.8965 0.0733 0.3653 0.7183 0.3731
O -9.1666 -21.2224 -19.7391 -1.0672 0.4340 0.2909 -0.6001
C -9.3442 -16.0221 -18.8812 -0.6316 -1.2554 -0.2428 0.0009
C -8.9023 -18.4387 -25.5649 2.0999 0.0651 -0.5818 -0.5937
H -7.1144 -17.7711 -15.2966 0.1253 0.2759 -0.1306 0.0241
H -6.4532 -16.3137 -24.9762 -0.2186 0.1604 0.6534 0.1160
H -2.6407 -14.3746 -21.9254 0.1334 -0.0386 0.0405 0.4588
H -11.1157 -17.6797 -13.1032 0.1143 -0.0225 0.1612 0.4718
H -11.3092 -12.0990 -19.7011 -0.0896 0.1484 0.1444 -0.1989
C -13.3932 -13.3358 -14.1434 -0.6477 -1.1133 0.2723 -1.6475
H -10.9265 -8.4639 -14.0880 -0.2650 -1.1841 -0.8339 0.2573
H -6.3970 -17.9886 -22.8218 -0.0259 -0.1124 0.2232 0.5799
H -10.3218 -12.9046 -15.9982 -0.1280 0.1072 0.0528 -0.7813
F -13.4986 -23.0284 -22.0409 -0.2623 0.3938 -0.2034 -0.1896
C -9.4614 -10.4653 -22.4926 -0.5274 1.1515 1.6061 -1.9298
C -13.3361 -9.8365 -17.4681 0.3512 -1.3448 -0.4521 -1.7827
C -15.3328 -11.2771 -17.8812 -1.4069 -0.2908 0.4493 -1.5122
F -12.1269 -15.7633 -21.8614 -0.2451 0.5664 0.3740 0.0282
O -11.4497 -20.3787 -15.9617 -0.8405 0.3404 0.5721 -0.5756
S -10.2655 -20.8864 -20.6121 4.9187 -0.2728 -0.5470 0.4691
H -13.6447 -9.6770 -22.9328 -0.1670 -0.7210 -0.3469 0.5093
H -12.5899 -9.4878 -21.6471 0.3895 -0.2418 0.1383 0.1641
H -8.2554 -18.3497 -24.6886 -0.7137 -0.2081 0.5888 -0.3622
C -7.9151 -10.2982 -14.0813 1.1628 0.5891 0.3887 -1.9768
N -13.7051 -11.8203 -16.0374 0.1452 0.8529 0.7005 0.0943
C -11.1218 -12.0852 -24.4122 -0.7377 -1.4435 -0.4344 -1.0907
N -11.3763 -11.9687 -21.5709 0.4615 -0.3531 -0.4370 0.8549
H -9.6734 -8.8396 -13.0143 0.4070 0.2681 -0.0326 0.4124
C -11.6472 -23.2747 -15.0886 0.1288 0.5819 -0.4427 -1.5258
C -9.5728 -11.3646 -17.2982 -0.4699 -0.0296 0.8361 1.3964
N -5.1492 -14.7633 -22.7770 0.6210 -0.3720 -0.4221 0.0541
H -8.7723 -12.0040 -20.3632 0.1626 0.1824 -0.1861 -0.5126
H -8.3770 -10.4845 -22.5983 -0.0640 -0.1790 -0.5959 0.3944
O -11.3246 -11.3425 -20.3015 -0.2321 0.1181 0.0488 0.3525
H -10.5714 -16.8234 -14.5220 -0.5485 0.3194 -0.1759 0.3003
C -9.0400 -12.5654 -21.2583 0.5222 -1.0332 0.3802 -0.3121
C -7.9759 -15.9412 -28.0296 -0.8279 0.5538 0.3798 -1.8300
H -14.0904 -13.0802 -21.7579 0.4941 -0.1528 0.1881 0.1721
H -15.9237 -12.3704 -13.4736 -0.1545 -0.2832 -0.3737 0.4886
H -10.6612 -15.6011 -10.9817 0.1097 0.5059 -0.5410 0.4541
F -13.3439 -17.3930 -21.2665 -0.4925 -0.1602 0.3281 -0.2437
H -8.1573 -10.9567 -13.2453 -0.2078 -0.1187 -0.1398 0.3547
C -9.1823 -9.3704 -18.6017 1.1028 0.8588 -0.1971 -1.2599
S -12.8148 -15.7252 -19.2234 -2.4663 2.6530 -1.8352 0.6901
H -13.1316 -23.5285 -17.6105 -0.1192 -0.1420 0.3948 0.4682
H -7.3164 -15.9611 -27.1630 0.0384 -0.4543 -0.0363 0.2969
H -16.2930 -11.6407 -17.4953 0.0845 0.2571 0.4882 0.3669
H -9.0571 -22.4809 -14.2941 0.1306 0.0285 -0.0397 0.2380
H -12.9642 -10.3760 -18.3440 0.1292 0.2100 -0.1207 0.0597
N -11.5614 -20.3925 -19.7483 -0.4634 -2.7203 -3.5354 0.0018
C -9.8547 -8.6922 -14.0813 0.2791 0.8812 0.3946 -1.7796
H -7.5342 -20.0859 -16.8118 0.0436 -0.3824 0.5392 0.8372
H -12.4684 -9.7005 -16.8226 -0.1872 0.2156 0.1997 0.1162
F -8.5718 -17.0963 -18.8298 0.3940 0.2670 0.7689 -0.1532
H -8.9170 -19.5883 -17.6198 -0.3814 -0.5720 -0.1476 -0.5014
H -6.9884 -15.2749 -14.8667 -0.3999 -0.2079 -0.0382 -0.0015
H -5.8280 -13.6226 -24.1126 -0.0730 0.0734 0.0108 0.3069
H -9.4922 -19.3526 -25.5379 -0.3358 0.2130 0.2289 0.5847
H -9.3320 -12.1990 -17.9606 0.0506 0.6818 -0.8283 0.1486
H -8.5508 -7.4817 -16.1748 0.2808 0.2379 -0.2064 0.3712
H -14.3250 -9.3705 -15.2108 0.0158 -0.2492 0.3042 0.3568
H -11.6519 -16.0246 -13.2403 0.0967 0.2415 -0.3939 0.2547
F -14.2837 -22.8706 -20.0347 -0.1801 0.2849 0.0494 -0.1770
H -11.7577 -16.6470 -24.7740 0.2174 0.1366 0.1638 0.3649
C -9.1821 -15.8962 -24.9458 1.1028 -0.1398 -1.0781 -0.8093
H -8.3512 -22.1655 -17.9283 0.4196 -0.0502 0.1018 0.3714
H -9.4585 -14.7434 -14.4196 -0.2156 0.1202 0.0075 -0.5737
O -11.1577 -15.4147 -16.7703 0.4722 -0.8700 -0.8404 -0.3760
H -15.6460 -10.4343 -18.4994 0.4257 -0.3489 -0.6705 0.4193
H -14.7468 -11.5118 -21.7850 0.2972 0.2895 -0.6822 0.4332
C -7.7914 -14.3735 -13.1357 -0.5419 0.9238 0.3360 -0.4163
H -8.7967 -19.1595 -15.9756 0.1072 -0.2064 0.3079 -0.2543
H -7.0853 -11.0474 -18.6912 -0.4537 -0.3149 0.0306 0.2031
H -11.8295 -16.0759 -27.1514 0.0989 0.0525 -0.1501 0.3743
H -13.2499 -11.8831 -24.4155 -0.3916 0.0169 0.3584 0.3798
C -4.6381 -12.7243 -21.6379 -0.2865 0.0736 0.9156 -1.7204
O -10.9222 -15.7474 -27.1699 -0.0655 0.7360 0.2377 -0.4883
H -11.8791 -22.5011 -14.3526 0.2559 0.0951 0.0021 0.1895
C -3.3290 -14.8678 -21.2306 1.2803 0.3011 -0.2796 -1.4039
O -12.7752 -12.5480 -16.8153 -0.9994 -0.5236 -0.0166 1.8030
C -9.7537 -16.1317 -11.2824 -0.3522 -0.6849 0.3763 -2.0075
C -6.4674 -17.7296 -14.4181 0.1052 -0.2288 -0.5799 -1.5077
H -11.2442 -20.4993 -15.0124 -0.3549 0.5861 0.0510 0.2224
H -12.5797 -23.8317 -15.1580 0.2561 -0.4477 0.0887 0.5009
N -8.7792 -9.3219 -16.2037 -1.2400 -0.5375 -0.5590 0.7491
C -10.8218 -16.6914 -13.4688 0.4328 -0.7944 0.1761 -2.0230
O -13.8801 -20.1970 -19.9758 -0.7712 -0.0345 1.1679 -0.8775
N -10.7371 -21.3866 -16.6124 1.7971 -0.1183 -1.9996 1.5866
H -13.3392 -13.2507 -17.1807 0.5585 -0.1321 -0.4821 -0.7195
H -3.1140 -16.8021 -23.5159 -0.3434 0.2002 -0.3250 0.5064
F -8.6819 -18.8066 -20.6876 0.3049 0.4038 -0.0879 -0.1772
```
Positions in Å, forces in eV/Å.

Results
Net charge: +1
2S+1: 1
HOMO-LUMO gap (Ha): 0.1661
M (g/mol): 1750.00